1.
Below is a cluster of 7 separate species, C37H72ClF3NO15 in total, with properties calculated with the ωB97M-V functional and the def2-TZVPD basis.

```
129
Properties=species:S:1:pos:R:3:forces:R:3
C 2.901 2.254 0.797 -0.269 -0.314 -0.579
C 2.265 2.570 -0.689 0.988 -0.450 0.158
O 1.220 3.614 -0.585 -1.023 -2.124 -1.451
C -0.044 3.144 -1.180 -0.360 0.823 0.885
C -0.764 2.080 -0.128 0.003 -0.058 -0.437
C -0.687 0.536 -0.692 -0.425 0.474 -1.059
O 0.063 -0.398 0.160 -1.382 -0.036 -1.581
C -0.308 -1.801 -0.079 -1.917 -0.850 1.109
C -1.011 -2.101 -1.529 3.091 -2.315 0.311
C -1.409 -3.692 -1.590 0.947 -0.624 0.048
N -2.164 -1.156 -1.876 0.589 0.136 -1.261
Cl -3.693 -1.993 -2.063 0.091 0.548 0.058
C -2.243 0.074 -1.003 -0.160 2.106 0.923
C -3.193 -0.058 0.323 0.097 0.859 0.661
C -4.516 0.959 0.222 2.370 -0.287 0.484
O -5.612 0.411 -0.591 -0.816 3.126 1.958
C -6.723 1.399 -0.388 -0.983 -0.189 -0.514
C -6.557 2.760 -1.291 0.002 2.194 -1.110
F -7.897 3.356 -1.565 4.456 -1.938 0.786
F -5.773 3.848 -0.598 -2.416 -3.498 -2.200
F -5.876 2.546 -2.598 -2.230 0.672 4.209
H 2.531 1.198 1.200 0.805 2.284 -0.934
H 4.065 2.207 0.682 -2.340 0.183 0.594
H 2.523 3.069 1.549 1.017 -1.446 -1.511
H 3.064 2.976 -1.467 -1.521 -0.836 1.804
H 1.878 1.547 -1.117 0.393 2.056 0.680
H -0.757 4.093 -1.302 1.718 -2.020 0.407
H 0.115 2.710 -2.255 -0.224 0.530 1.951
H -0.232 2.129 0.932 -1.226 0.021 -2.337
H -1.903 2.432 -0.073 2.501 -0.972 0.216
H -0.143 0.605 -1.753 -1.098 -0.286 2.048
H -1.121 -2.084 0.747 1.718 0.476 -1.688
H 0.594 -2.557 0.122 -1.820 2.034 -0.812
H -0.158 -1.944 -2.350 -2.114 -0.122 1.576
H -2.167 -4.037 -0.749 1.504 1.009 -1.873
H -0.407 -4.301 -1.370 -2.058 1.524 -0.438
H -1.737 -4.013 -2.674 0.361 0.773 2.333
H -1.938 -0.804 -2.856 -0.499 -0.590 1.460
H -2.698 0.941 -1.685 0.949 -2.013 1.386
H -3.476 -1.150 0.635 0.516 2.030 -0.861
H -2.557 0.382 1.232 -1.331 -0.994 -2.023
H -4.814 1.167 1.356 0.284 -0.365 -2.554
H -4.084 1.950 -0.284 -1.176 -1.924 1.225
H -6.831 1.734 0.734 0.424 -0.544 -2.236
H -7.770 0.921 -0.697 2.560 0.950 0.395
O -3.435 -4.059 -4.251 -1.262 -0.564 -1.249
C -4.401 -4.538 -4.839 0.688 0.599 0.189
O -4.544 -4.369 -6.173 0.816 0.045 0.654
C -5.519 -5.050 -6.980 -0.474 -0.055 -0.206
C -6.841 -4.305 -6.977 -0.078 0.149 0.168
C -5.491 -5.237 -4.077 0.178 -0.738 0.236
H -5.625 -6.095 -6.677 0.034 0.160 0.103
H -5.121 -5.065 -8.000 0.192 0.111 0.341
H -7.273 -4.259 -5.974 -0.015 -0.110 -0.101
H -7.560 -4.792 -7.641 0.120 0.055 0.076
H -6.698 -3.272 -7.308 0.022 -0.197 -0.058
H -6.211 -4.499 -3.718 0.001 -0.055 -0.079
H -5.039 -5.747 -3.219 -0.072 0.326 -0.105
H -6.000 -6.008 -4.652 -0.153 0.221 -0.047
O 5.414 0.693 1.987 -0.278 -0.103 1.951
C 5.525 0.767 3.208 0.061 0.137 -1.157
O 4.430 0.729 4.000 -0.118 -0.323 -0.752
C 4.463 0.607 5.432 0.132 0.154 0.367
C 4.609 1.967 6.088 0.105 0.205 -0.102
C 6.868 0.996 3.841 0.414 -0.590 0.082
H 5.236 -0.099 5.752 -0.023 0.110 -0.160
H 3.505 0.169 5.728 0.132 0.022 -0.361
H 5.552 2.447 5.814 -0.044 -0.102 0.103
H 4.572 1.876 7.178 -0.004 -0.018 -0.133
H 3.806 2.636 5.763 0.040 -0.156 0.082
H 7.078 2.067 3.865 -0.002 -0.040 0.007
H 7.627 0.493 3.231 -0.227 0.302 -0.021
H 6.958 0.575 4.841 -0.095 0.207 0.055
O -2.066 -3.490 2.349 -1.481 0.326 1.113
C -3.097 -3.547 3.016 1.066 -0.094 -0.305
O -3.238 -2.789 4.125 0.527 0.208 -0.769
C -4.467 -2.633 4.855 -0.274 -0.187 0.362
C -4.638 -3.745 5.872 0.082 -0.218 -0.005
C -4.179 -4.528 2.667 -0.471 0.203 -0.571
H -5.322 -2.548 4.177 0.133 -0.118 -0.027
H -4.395 -1.676 5.382 0.255 -0.139 -0.264
H -4.707 -4.724 5.389 -0.102 0.108 0.030
H -5.543 -3.589 6.466 0.119 0.007 -0.083
H -3.776 -3.784 6.545 -0.156 0.121 -0.082
H -3.955 -5.492 3.127 -0.037 0.085 -0.012
H -4.200 -4.646 1.577 0.219 -0.125 0.271
H -5.176 -4.200 2.953 0.062 -0.134 0.230
O 9.621 4.669 3.454 0.478 -1.050 -2.025
C 10.113 4.145 2.457 -0.540 0.582 1.581
O 9.321 3.682 1.465 -0.364 0.423 0.196
C 9.797 3.239 0.183 0.125 -0.243 -0.077
C 10.202 1.778 0.229 0.092 -0.141 0.177
C 11.596 3.921 2.365 0.458 0.603 -0.206
H 10.598 3.886 -0.188 -0.025 -0.071 0.165
H 8.961 3.356 -0.515 0.012 0.122 0.357
H 11.031 1.613 0.922 -0.004 0.055 -0.143
H 10.504 1.429 -0.762 -0.044 0.055 0.102
H 9.368 1.162 0.581 0.036 0.138 -0.136
H 11.850 2.980 2.854 -0.017 0.055 -0.066
H 12.101 4.744 2.882 -0.217 -0.312 0.092
H 11.976 3.928 1.345 -0.036 -0.255 0.011
O 6.301 -3.630 5.057 -1.109 0.118 -2.069
C 5.789 -3.818 3.956 0.620 0.018 1.685
O 5.043 -2.854 3.373 0.343 0.372 0.308
C 4.573 -2.897 2.015 -0.209 -0.008 -0.185
C 3.260 -3.650 1.920 -0.090 -0.217 0.211
C 5.903 -5.155 3.280 0.657 -0.178 -0.378
H 5.338 -3.299 1.344 -0.052 -0.066 0.167
H 4.412 -1.858 1.710 0.204 -0.073 0.332
H 3.373 -4.694 2.223 0.003 0.060 -0.133
H 2.875 -3.627 0.896 0.080 0.011 0.055
H 2.515 -3.205 2.587 0.117 0.047 -0.125
H 5.109 -5.811 3.641 0.044 0.054 -0.047
H 6.875 -5.590 3.536 -0.342 0.075 0.177
H 5.875 -5.098 2.193 -0.249 -0.032 0.026
O -4.989 7.873 -7.308 -0.400 -1.641 1.814
C -5.009 6.992 -6.453 0.224 1.504 -1.254
O -6.028 6.918 -5.568 -0.312 0.163 -0.393
C -6.247 5.820 -4.667 0.141 0.004 0.211
C -5.452 6.001 -3.388 0.172 0.067 0.078
C -3.857 6.038 -6.312 0.096 -0.617 -0.483
H -6.045 4.861 -5.154 0.093 0.130 -0.005
H -7.315 5.824 -4.427 0.171 0.204 -0.250
H -4.376 6.011 -3.581 -0.082 -0.092 -0.002
H -5.670 5.196 -2.680 0.015 0.160 -0.127
H -5.698 6.959 -2.918 -0.067 -0.169 -0.081
H -3.092 6.487 -5.677 -0.069 -0.041 -0.023
H -3.438 5.854 -7.307 -0.018 0.298 0.253
H -4.143 5.063 -5.920 0.041 0.085 0.237
```
Positions in Å, forces in eV/Å.

Results
HOMO energy ... -0.4129 Eh
Total charge ... +1
E_LUMO ... -3.514 eV
Largest force on an atom ... 0.0957 hartree/bohr

=====

2.
Below is a cluster of 5 separate species, C37H72F5N5O3 in total, with properties calculated with the ωB97M-V functional and the def2-TZVPD basis.

```
122
Properties=species:S:1:pos:R:3:forces:R:3
C 0.964 -1.895 3.675 -0.081 -0.502 -0.395
O 1.082 -2.101 2.265 -0.370 0.206 0.259
C -0.093 -1.601 1.604 0.889 -0.257 0.567
C 0.397 -0.824 0.364 -0.157 -1.140 -0.609
O -0.343 0.362 0.052 0.198 0.126 0.508
C -0.320 1.306 1.046 -0.886 0.088 -0.716
O 0.270 2.529 0.502 0.429 -0.035 0.670
C 1.071 3.034 1.394 1.294 1.009 1.146
N 1.794 3.452 2.214 -1.336 -0.731 -1.587
C -1.796 1.661 1.494 0.323 -0.092 0.694
F -2.325 2.706 0.796 0.300 -0.634 -0.029
F -1.670 2.120 2.784 0.161 0.166 -0.180
C -2.732 0.472 1.523 -0.337 -0.112 0.666
C -3.222 -0.156 0.392 0.695 0.826 -1.527
C -4.060 -1.246 0.424 -0.343 -0.402 0.494
C -4.472 -1.726 1.662 -0.026 -0.091 -0.637
C -4.020 -1.085 2.799 -0.495 -0.697 0.655
C -4.522 -1.614 4.133 -0.090 0.844 -0.279
F -5.819 -1.962 4.055 0.146 -0.330 -0.027
F -4.455 -0.671 5.092 0.252 -0.177 0.048
F -3.821 -2.679 4.549 -0.092 -0.072 0.077
C -3.149 -0.013 2.757 -0.025 -0.044 0.340
H 0.066 -2.422 4.044 0.226 0.299 0.064
H 0.885 -0.813 3.862 0.098 -0.287 0.314
H 1.838 -2.344 4.159 -0.137 0.298 -0.132
H -0.632 -0.991 2.343 -0.066 0.149 -0.515
H -0.729 -2.468 1.368 0.010 0.371 -0.223
H 1.482 -0.651 0.435 -0.355 0.309 0.290
H 0.268 -1.489 -0.502 -0.004 0.402 0.095
H 0.310 1.032 1.903 -0.494 -0.140 -0.019
H -2.913 0.241 -0.577 -0.073 -0.125 0.210
H -4.422 -1.737 -0.476 0.194 0.272 0.057
H -5.147 -2.579 1.691 0.130 0.209 0.266
H -2.834 0.402 3.710 0.049 0.153 -0.336
C -1.691 2.962 -2.295 0.025 -0.085 -0.175
C -2.146 4.358 -2.694 -0.100 -0.155 0.151
N -2.320 4.526 -4.125 0.156 0.168 -0.260
C -2.478 5.914 -4.527 0.067 0.210 0.026
C -3.719 6.667 -4.037 -0.067 0.110 -0.098
C -3.214 3.581 -4.773 -0.005 -0.329 0.037
C -4.660 3.500 -4.270 -0.128 -0.060 -0.120
H -0.777 2.685 -2.824 -0.055 -0.009 -0.071
H -1.481 2.931 -1.232 0.000 0.087 -0.038
H -2.454 2.208 -2.500 0.014 -0.001 -0.031
H -1.381 5.061 -2.352 -0.059 0.120 -0.156
H -3.062 4.603 -2.136 0.018 0.005 0.086
H -2.437 5.978 -5.618 -0.029 -0.159 -0.003
H -1.596 6.462 -4.181 0.009 -0.113 0.111
H -4.617 6.365 -4.575 -0.023 -0.040 0.070
H -3.591 7.738 -4.215 0.026 -0.013 0.009
H -3.891 6.535 -2.968 0.013 -0.030 -0.017
H -2.771 2.584 -4.688 0.041 0.044 0.097
H -3.222 3.780 -5.848 0.064 0.190 0.052
H -4.723 3.486 -3.181 0.042 0.027 -0.004
H -5.121 2.578 -4.631 0.025 0.007 0.001
H -5.268 4.323 -4.642 -0.001 0.037 0.108
C 4.482 9.008 -5.059 -0.001 0.028 -0.042
C 3.456 7.884 -5.060 0.164 0.043 -0.118
N 2.084 8.352 -5.123 -0.265 0.012 0.180
C 1.107 7.311 -4.843 -0.004 -0.177 0.153
C 1.011 6.133 -5.818 -0.177 -0.102 0.005
C 1.762 9.230 -6.235 0.179 0.253 -0.107
C 1.998 8.706 -7.656 -0.114 0.075 -0.139
H 4.286 9.717 -4.253 -0.053 0.005 -0.036
H 5.481 8.595 -4.909 -0.017 -0.015 -0.014
H 4.495 9.552 -6.005 0.006 0.019 0.022
H 3.586 7.320 -4.132 -0.201 -0.050 -0.019
H 3.694 7.190 -5.880 0.077 -0.034 0.012
H 0.119 7.769 -4.745 0.069 0.148 -0.098
H 1.328 6.908 -3.848 0.123 0.053 -0.016
H 0.512 6.414 -6.745 0.078 -0.002 -0.039
H 0.416 5.333 -5.370 -0.004 0.024 0.020
H 1.988 5.714 -6.060 0.006 0.050 -0.002
H 2.337 10.153 -6.116 0.071 -0.070 0.046
H 0.720 9.550 -6.144 -0.025 -0.170 0.117
H 2.961 8.204 -7.761 -0.008 -0.008 0.047
H 1.993 9.542 -8.360 0.008 0.001 0.027
H 1.214 8.022 -7.975 0.080 -0.083 0.009
C -0.284 -5.411 6.370 -0.029 0.021 0.044
C 0.994 -6.236 6.374 -0.171 -0.017 0.100
N 2.184 -5.459 6.673 0.265 0.110 -0.164
C 3.421 -6.175 6.403 0.100 -0.116 -0.180
C 3.726 -7.423 7.239 0.152 -0.032 0.035
C 2.154 -4.701 7.913 -0.247 0.188 0.122
C 1.924 -5.471 9.219 0.073 0.074 0.152
H -0.201 -4.565 5.685 0.046 0.016 0.042
H -1.122 -6.028 6.041 0.020 -0.013 0.012
H -0.530 -5.031 7.363 -0.008 0.024 -0.023
H 1.107 -6.672 5.377 0.208 0.001 0.037
H 0.867 -7.080 7.069 -0.066 -0.047 -0.025
H 4.260 -5.479 6.492 -0.096 0.089 0.092
H 3.411 -6.470 5.349 -0.140 0.018 0.007
H 4.040 -7.168 8.250 -0.077 -0.027 0.024
H 4.549 -7.976 6.782 -0.017 0.013 -0.019
H 2.873 -8.101 7.299 -0.010 0.036 0.003
H 1.372 -3.942 7.827 -0.046 -0.079 -0.064
H 3.079 -4.125 7.999 0.079 -0.139 -0.134
H 1.121 -6.205 9.136 0.013 0.002 -0.044
H 1.642 -4.772 10.010 -0.003 0.002 -0.027
H 2.826 -5.980 9.556 -0.054 -0.095 -0.027
C -1.342 -5.813 -0.836 0.003 -0.037 0.037
C 0.003 -5.815 -1.549 -0.125 -0.144 0.052
N 1.059 -5.163 -0.796 0.155 0.306 0.011
C 2.258 -4.916 -1.581 0.066 0.115 -0.208
C 3.039 -6.127 -2.100 0.155 0.010 -0.011
C 1.283 -5.664 0.551 -0.201 -0.067 0.258
C 1.628 -7.148 0.718 0.083 -0.045 0.125
H -1.640 -4.798 -0.567 0.053 -0.003 0.036
H -2.108 -6.225 -1.495 0.022 -0.007 -0.001
H -1.328 -6.423 0.068 -0.017 0.029 0.007
H -0.126 -5.284 -2.496 0.202 0.041 0.010
H 0.262 -6.853 -1.809 -0.067 -0.033 -0.049
H 2.936 -4.282 -1.002 -0.080 -0.055 0.137
H 1.971 -4.306 -2.444 -0.130 -0.051 0.020
H 3.604 -6.616 -1.307 -0.059 -0.059 -0.003
H 3.764 -5.801 -2.849 -0.024 0.015 0.000
H 2.393 -6.866 -2.575 -0.014 0.014 0.030
H 0.386 -5.456 1.143 -0.042 -0.007 -0.088
H 2.061 -5.064 1.029 0.033 0.079 -0.193
H 0.993 -7.796 0.111 0.001 0.031 -0.022
H 1.484 -7.441 1.760 -0.012 0.023 -0.012
H 2.668 -7.355 0.473 -0.041 -0.053 -0.089
```
Positions in Å, forces in eV/Å.

Results
HOMO energy ... -0.2937 Eh
Total charge ... 0
E_LUMO ... 0.256 eV
Largest force on an atom ... 0.0428 hartree/bohr

=====

no.,energy (eV)
1,-92399.10834
2,-66714.45287